Here is 9 unconnected molecules or ions with the total composition C28H40BNO28 from the OMol25 dataset. Energies are from ωB97M-V/def2-TZVPD.

Summary:
HOMO-LUMO gap: 9.81 eV
HOMO: -9.81 eV
SMILES: O=C1CC[C@@H](OB(O)O)N1.O=C1OCCO1.O=C1OCCO1.O=C1OCCO1.O=C1OCCO1.O=C1OCCO1.O=C1OCCO1.O=C1OCCO1.O=C1OCCO1
2S+1: 1

Geometry (Å):
O  3.25502  -4.23693  1.15248
C  3.05150  -3.15002  0.66592
C  1.84100  -2.60801  -0.06905
C  1.80555  -1.15125  0.44227
C  3.20218  -0.90519  1.10136
O  2.97369  -0.81117  2.50710
B  4.07333  -0.49103  3.29431
O  4.43506  0.81847  3.48841
O  4.74515  -1.50207  3.95164
N  3.95227  -2.07468  0.69419
H  2.02667  -2.64495  -1.13950
H  0.96602  -3.19056  0.21222
H  1.10438  -1.14416  1.27630
H  1.59102  -0.38003  -0.28749
H  3.65957  -0.01153  0.67253
H  5.37872  0.97593  3.39257
H  4.54065  -2.33648  3.50916
H  4.79292  -2.29740  1.21847
C  1.21034  3.42678  -2.86297
C  0.79190  2.28989  -3.76442
O  1.83212  1.31796  -3.53185
C  2.37622  1.57131  -2.32487
O  3.13526  0.85761  -1.74878
O  1.93034  2.74474  -1.82824
H  0.36674  3.96833  -2.44340
H  1.88163  4.13467  -3.34733
H  -0.16275  1.85577  -3.47574
H  0.75489  2.56470  -4.81446
C  1.11248  5.97603  0.94998
C  2.54788  6.28554  1.32663
O  3.24376  6.01995  0.10534
C  2.37130  6.13858  -0.91925
O  2.67209  6.13803  -2.06771
O  1.10240  6.25328  -0.45539
H  0.38474  6.60044  1.46100
H  0.86032  4.92508  1.10173
H  2.69317  7.33381  1.59263
H  2.93295  5.65461  2.12279
C  0.49067  0.26380  4.45465
C  0.43641  -0.09971  5.92595
O  -0.52600  0.83389  6.43093
C  -1.31744  1.23037  5.40930
O  -2.30763  1.87475  5.52653
O  -0.82036  0.79437  4.22679
H  0.67404  -0.58299  3.79981
H  1.22486  1.04356  4.24202
H  0.06127  -1.11159  6.09077
H  1.38273  0.01958  6.44580
C  1.39571  -3.66721  -4.57351
C  0.36983  -2.92246  -5.40278
O  -0.65636  -2.66604  -4.44064
C  -0.11102  -2.68506  -3.20870
O  -0.67337  -2.35370  -2.21436
O  1.16157  -3.14884  -3.25691
H  2.42219  -3.47611  -4.87362
H  1.21524  -4.74296  -4.55977
H  0.74171  -1.96920  -5.78174
H  -0.02911  -3.50968  -6.22560
C  -4.84201  -4.75179  -4.01916
C  -3.39900  -4.42159  -3.70120
O  -2.74603  -4.72476  -4.94360
C  -3.65627  -4.63547  -5.93790
O  -3.39149  -4.66172  -7.09693
O  -4.90305  -4.51410  -5.43302
H  -5.55093  -4.11859  -3.49942
H  -5.08205  -5.80053  -3.83207
H  -3.24592  -3.36737  -3.46871
H  -2.98236  -5.02673  -2.90075
C  5.50126  -1.29029  7.89472
C  4.53644  -0.64485  6.92123
O  3.55068  -0.08961  7.80161
C  4.11867  0.10207  9.02000
O  3.61686  0.69646  9.91322
O  5.33962  -0.48324  9.06547
H  6.53468  -1.26581  7.56061
H  5.22509  -2.31811  8.13622
H  4.99550  0.16460  6.35170
H  4.08136  -1.34958  6.23689
C  -4.30050  2.62786  -1.36789
C  -2.88194  2.92021  -0.92737
O  -2.13648  2.61161  -2.11320
C  -2.96183  2.71634  -3.18223
O  -2.60140  2.68309  -4.31208
O  -4.24451  2.86868  -2.77897
H  -5.03399  3.27831  -0.89880
H  -4.58336  1.58694  -1.19929
H  -2.73075  3.97227  -0.67974
H  -2.54741  2.30358  -0.09783
C  -7.23207  0.24272  -2.41741
C  -7.60416  -0.88892  -3.35299
O  -6.58609  -1.85455  -3.06770
C  -6.10511  -1.61921  -1.82473
O  -5.36993  -2.34429  -1.23923
O  -6.57578  -0.44396  -1.34552
H  -8.09139  0.79349  -2.04446
H  -6.52630  0.94128  -2.87201
H  -8.57703  -1.32337  -3.11801
H  -7.57849  -0.61192  -4.40296


Here is a molecular structure, C28H40N4O2PRuS2 from the OMol25 dataset. Energies are from ωB97M-V/def2-TZVPD.

Summary:
HOMO-LUMO gap: 6.15 eV
HOMO: -10.37 eV
2S+1: 1
Net charge: +1
Energy above the lowest of the compared OMol25 structures with the same formula, charge and spin: 0.0 kcal/mol

Geometry (Å):
Ru  -0.03937  0.02447  0.91349
C  -3.31963  -0.73090  2.88670
C  -2.05932  -0.69037  3.76668
C  -1.18468  0.54629  3.53298
N  0.01892  0.32696  2.70928
C  1.20572  -0.02516  3.36070
C  1.21502  -0.41422  4.67107
C  2.30328  -0.62518  5.54800
C  3.63457  -0.51892  5.31648
C  4.26569  -0.28218  4.07638
C  3.72167  -0.09296  2.84638
C  2.35245  0.00122  2.45050
N  1.97645  0.15771  1.20007
C  2.88027  0.46570  0.10512
C  2.20137  1.41768  -0.88491
C  1.24204  2.39905  -0.22717
N  -0.00997  1.73839  0.10601
C  -1.21177  2.40753  0.03068
C  -1.25422  3.77721  0.05722
C  -2.34592  4.67307  -0.03238
C  -3.63087  4.40264  -0.37828
C  -4.14277  3.13022  -0.73466
C  -3.59902  1.89533  -0.58583
C  -2.35595  1.48963  0.02367
N  -2.08282  0.26588  0.39249
C  -3.11755  -0.76106  0.33747
C  -3.15865  -1.57718  1.61439
H  -4.16377  -1.08171  3.48096
H  -3.57569  0.29350  2.60222
H  -2.34216  -0.71687  4.82152
H  -1.44201  -1.57748  3.59089
H  -1.75250  1.33582  3.03658
H  -0.83947  0.97450  4.47430
H  0.24330  -0.57374  5.11680
H  2.02624  -0.89616  6.55999
H  4.28543  -0.66965  6.16791
H  5.34946  -0.29460  4.09762
H  4.42966  -0.02366  2.03201
H  3.79980  0.91000  0.48911
H  3.14440  -0.46224  -0.41107
H  2.97054  1.96429  -1.43181
H  1.63811  0.84397  -1.62626
H  1.68558  2.81666  0.68658
H  1.04735  3.22550  -0.91295
H  -0.29842  4.25904  0.21960
H  -2.09519  5.71179  0.14526
H  -4.31376  5.23778  -0.46063
H  -5.12790  3.13769  -1.18618
H  -4.20089  1.08850  -0.97693
H  -4.09804  -0.31293  0.18488
H  -2.90533  -1.41205  -0.50918
H  -3.97306  -2.29458  1.51551
H  -2.23943  -2.15583  1.67181
C  -1.73934  -6.03753  2.84913
C  -2.11176  -5.01589  1.79340
C  -3.22173  -5.50610  0.88773
O  -0.88577  -4.76638  1.05689
P  -0.46768  -3.87027  -0.19102
S  -1.71141  -3.49838  -1.58502
S  0.56998  -2.17733  0.59209
O  0.79310  -4.67424  -0.68912
C  1.75466  -5.54538  -0.02128
C  2.25687  -4.98740  1.29511
C  1.17842  -6.94208  0.09002
H  -2.59733  -6.24488  3.48733
H  -0.92396  -5.67484  3.47391
H  -1.43012  -6.97279  2.38302
H  -2.38902  -4.08060  2.28579
H  -2.88788  -6.37556  0.32045
H  -3.54961  -4.75523  0.17694
H  -4.06799  -5.80413  1.50803
H  2.57784  -5.55792  -0.73788
H  1.45611  -4.92520  2.03131
H  2.69438  -3.99964  1.16779
H  3.02352  -5.66066  1.67911
H  0.37990  -6.97989  0.82661
H  1.96516  -7.63174  0.39565
H  0.78841  -7.27223  -0.87124


Here is a molecular structure, C28H40NOPRuSb2Se4 from the OMol25 dataset. Energies are from ωB97M-V/def2-TZVPD.

Summary:
HOMO-LUMO gap (alpha / beta): 3.30 / 6.23 eV
HOMO (alpha / beta): -4.01 / -6.91 eV
2S+1: 5
Energy above the lowest of the compared OMol25 structures with the same formula, charge and spin: 28.1 kcal/mol

Geometry (Å):
Ru  1.34973  -0.01676  0.28081
C  1.99152  1.45550  3.17253
C  2.42405  2.56537  2.23315
O  2.06090  2.13540  0.88418
C  2.77257  2.96409  -0.12234
C  1.79302  3.77213  -0.95438
H  2.18090  1.70482  4.25668
H  2.48127  0.54702  2.85514
H  0.92654  1.23020  3.08544
H  3.52248  2.72122  2.19538
H  1.89099  3.52018  2.44373
H  3.32213  2.27451  -0.74752
H  3.37159  3.61852  0.47261
H  1.30588  3.16343  -1.74744
H  2.38264  4.58251  -1.41833
H  0.94539  4.19332  -0.36664
C  0.78965  -3.79677  -2.19758
C  2.13639  -3.14433  -2.25278
Sb  2.29553  -0.96643  -1.84329
C  1.46377  0.56714  -3.19394
C  0.93793  0.04982  -4.52848
C  4.48139  -0.47655  -2.15381
C  5.29332  -1.39221  -3.06805
H  -0.05010  -3.06865  -2.12319
H  0.68061  -4.48720  -1.37580
H  0.59124  -4.35224  -3.08286
H  2.66209  -3.13754  -3.25915
H  2.88467  -3.51181  -1.54714
H  2.40912  1.14898  -3.24406
H  0.78092  1.17532  -2.56954
H  1.69149  -0.28028  -5.25009
H  0.38098  0.84084  -5.06116
H  0.27364  -0.81548  -4.46592
H  4.79234  -0.56608  -1.10328
H  4.53789  0.58612  -2.46602
H  5.82812  -2.13196  -2.48482
H  5.88597  -0.82411  -3.83301
H  4.61272  -1.94046  -3.73599
Se  4.11088  -4.56152  4.11100
Sb  4.63544  -3.70243  6.36329
Se  2.39455  -1.89376  0.77478
Se  4.46114  -2.10747  4.26342
Se  2.55231  -2.46614  5.43511
N  -0.39129  0.40324  0.33602
P  -1.92516  0.16572  0.61748
C  -2.84124  0.26849  -0.93395
C  -4.23754  0.30773  -0.86501
C  -4.94117  0.39651  -2.03621
C  -4.28018  0.49081  -3.26896
C  -2.91363  0.53178  -3.34954
C  -2.15570  0.43265  -2.12093
C  -2.62284  1.52830  1.56092
C  -2.63213  2.82611  1.06957
C  -3.32645  3.81717  1.69920
C  -4.01671  3.53730  2.85608
C  -3.93070  2.31012  3.44973
C  -3.08722  1.36694  2.89449
C  -2.20779  -1.36845  1.58902
C  -3.50589  -1.64294  1.90699
C  -3.86401  -2.78467  2.58551
C  -2.90765  -3.76746  2.82551
C  -1.53567  -3.52429  2.51605
C  -1.21359  -2.32511  1.88535
H  -4.74194  0.30992  0.15448
H  -6.02649  0.37173  -1.96899
H  -4.85147  0.47749  -4.17578
H  -2.40421  0.56895  -4.30666
H  -1.08761  0.36076  -2.20361
H  -2.14419  3.03483  0.09020
H  -3.34217  4.82253  1.24330
H  -4.59526  4.35273  3.31595
H  -4.23639  2.12165  4.45838
H  -2.81026  0.40620  3.36484
H  -4.37134  -0.96691  1.65971
H  -4.89026  -2.87983  2.94861
H  -3.17017  -4.70699  3.31237
H  -0.83235  -4.33625  2.73815
H  -0.19495  -2.08302  1.52107


no.,F_max (Eh/bohr),calculated total energy (a.u.)
1,0.03706,-3277.5330
2,0.03008,-2692.9080
3,0.06782,-11743.1021